Record 1
An isolated ion of composition C4H9O2 and charge -1 in a non-equilibrium geometry. Source: OMol25; level of theory: the ωB97M-V functional and the def2-TZVPD basis.

Element x y z (Å)
O  -2.191  -0.692  -1.367
C  -1.039  -1.311  -1.245
C  -0.158  -0.849  0.093
C  -0.350  0.631  0.353
C  0.948  1.443  0.311
O  1.740  1.200  1.494
H  -1.042  -2.417  -1.050
H  -0.313  -1.146  -2.084
H  0.871  -1.174  -0.167
H  -0.396  -1.524  0.916
H  -0.746  0.823  1.354
H  -1.141  0.985  -0.312
H  1.515  1.274  -0.601
H  0.643  2.473  0.528
H  1.659  0.284  1.776

Computed properties:
Charge: -1
Structure (SMILES): [O-]CCCCO
E: -308.248469 hartree
HOMO-LUMO gap: 6.375 eV
Energy above the lowest of the compared OMol25 structures with the same formula, charge and spin: 60.5 kcal per mole

Record 2
A 8-piece molecular cluster, C15H43O10 overall in a non-equilibrium geometry. Source: OMol25; level of theory: the ωB97M-V functional and the def2-TZVPD basis.

Element x y z (Å)
O  1.573  -0.097  -0.971
C  0.781  1.004  -0.840
O  -0.445  0.791  -0.810
O  1.247  2.156  -0.799
H  2.270  0.560  -1.041
C  4.371  -0.413  -5.497
C  3.116  0.476  -5.624
O  2.572  0.433  -6.968
H  3.870  -1.381  -5.518
H  4.815  -0.291  -4.508
H  5.080  -0.129  -6.275
H  3.238  1.524  -5.353
H  2.346  0.084  -4.960
H  1.779  0.973  -6.994
C  -5.520  2.776  -5.455
C  -4.896  2.368  -4.155
O  -3.528  2.203  -4.222
H  -5.554  1.923  -6.133
H  -4.868  3.461  -5.998
H  -6.578  3.038  -5.446
H  -5.450  1.632  -3.572
H  -4.877  3.265  -3.538
H  -3.183  1.575  -3.584
C  2.221  -2.395  5.073
C  2.731  -1.417  3.950
O  3.959  -1.814  3.419
H  2.856  -2.377  5.959
H  2.140  -3.408  4.680
H  1.260  -2.025  5.431
H  2.794  -0.413  4.369
H  2.043  -1.220  3.127
H  3.680  -2.301  2.641
C  -5.549  2.115  2.915
C  -4.605  2.685  1.863
O  -4.725  1.936  0.651
H  -5.109  1.138  3.114
H  -6.492  1.922  2.403
H  -5.566  2.741  3.808
H  -3.591  2.525  2.229
H  -4.860  3.738  1.745
H  -3.832  1.638  0.462
C  -2.046  -3.440  2.765
C  -2.051  -4.270  1.463
O  -2.437  -3.460  0.242
H  -3.044  -3.019  2.894
H  -1.423  -2.550  2.689
H  -1.906  -3.974  3.705
H  -2.855  -5.002  1.540
H  -1.120  -4.788  1.235
H  -1.992  -2.610  0.227
C  0.613  4.175  4.586
C  0.970  4.692  3.257
O  0.955  6.093  3.335
H  -0.415  4.290  4.929
H  1.252  4.516  5.401
H  0.735  3.107  4.406
H  0.248  4.489  2.467
H  1.975  4.396  2.954
H  1.052  6.575  2.511
C  5.424  -4.715  -1.167
C  3.867  -4.621  -1.291
O  3.319  -3.916  -0.216
H  5.944  -5.361  -1.874
H  5.619  -4.986  -0.129
H  5.949  -3.793  -1.416
H  3.498  -5.639  -1.419
H  3.514  -4.056  -2.153
H  2.844  -3.138  -0.517

Computed properties:
Charge: -1
E: -1349.626081 hartree
HOMO-LUMO gap: 7.037 eV
Energy above the lowest of the compared OMol25 structures with the same formula, charge and spin: 118.2 kcal per mole

Record 3
C23H17ClN4O6Ta as an isolated structure in a non-equilibrium geometry. Source: OMol25; level of theory: the ωB97M-V functional and the def2-TZVPD basis.

Element x y z (Å)
Ta  -0.002  -0.063  0.002
O  2.167  -0.474  -3.931
C  2.322  0.838  -4.236
C  2.767  1.134  -5.521
C  2.965  2.454  -5.896
C  2.715  3.479  -4.991
C  2.264  3.179  -3.711
C  2.060  1.856  -3.304
C  1.601  1.633  -1.894
O  1.586  0.425  -1.479
N  1.273  2.596  -1.100
N  1.042  1.853  0.083
C  1.149  2.689  1.049
C  0.931  2.087  2.327
C  0.990  2.734  3.550
C  0.769  1.967  4.673
C  0.511  0.616  4.519
C  0.472  0.066  3.239
N  0.674  0.787  2.094
H  1.914  -0.437  -2.984
H  2.961  0.325  -6.213
H  3.320  2.684  -6.894
H  2.873  4.512  -5.275
H  2.076  3.979  -3.006
H  1.377  3.746  0.938
H  1.206  3.792  3.611
H  0.803  2.413  5.661
H  0.339  -0.017  5.379
H  0.274  -0.981  3.091
Cl  -5.700  -5.247  -0.245
C  -4.245  -4.304  -0.184
C  -3.002  -4.947  -0.140
C  -1.837  -4.203  -0.092
C  -1.845  -2.786  -0.085
O  -0.797  -2.075  -0.038
C  -3.133  -2.192  -0.130
C  -3.162  -0.745  -0.123
O  -2.117  -0.089  -0.084
C  -4.322  -2.927  -0.180
H  -2.938  -6.027  -0.143
H  -0.879  -4.714  -0.057
H  -4.145  -0.254  -0.161
H  -5.280  -2.423  -0.213
C  1.775  -2.315  -1.341
C  0.563  -1.535  -1.591
O  -0.442  -0.932  -1.873
H  1.988  -3.014  -2.163
H  1.661  -2.892  -0.421
H  2.634  -1.654  -1.227
O  0.337  -1.219  1.309
N  -1.885  2.676  -0.738
C  -1.244  1.744  -0.487

Computed properties:
Charge: -1
E: -2074.207049 hartree
HOMO-LUMO gap: 5.361 eV
Energy above the lowest of the compared OMol25 structures with the same formula, charge and spin: 193.4 kcal per mole